C6H9F | wB97M-V/def2-TZVPD

Values from the calculation:
Energy above the lowest of the compared OMol25 structures with the same formula, charge and spin: 4.031 eV
HOMO-LUMO gap: 9.39 eV
Lowest unoccupied orbital energy: 1.14 eV
HOMO level: -8.2576 eV
Electronic energy: -9080.6635 eV

Geometry (Å):
1 C 0.5471 -2.2976 0.6786
2 C 0.0798 -2.2309 1.9011
3 C 0.8321 -0.7799 0.9249
4 C 1.0305 1.4214 -0.3927
5 C -1.1180 0.1354 -0.4359
6 C 0.0944 0.5182 0.4662
7 F 2.0008 -0.4193 1.5466
8 H 0.7070 -3.0496 -0.0184
9 H -0.3329 -2.1942 2.7813
10 H 0.7642 2.4571 -0.4473
11 H 1.1686 1.0918 -1.3273
12 H 1.9575 1.4245 0.1975
13 H -1.9239 -0.2372 0.1376
14 H -0.8243 -0.6781 -1.1463
15 H -1.3803 1.0781 -0.8949
16 H -0.0615 1.0565 1.3423

Atomic forces in eV per Å
C 0.19 3.18 2.47
C 3.04 3.39 -6.79
C -1.80 -3.11 1.22
C 0.58 0.11 4.65
C 1.50 0.16 0.64
C 0.63 -2.36 -2.68
F 0.26 -0.52 -0.23
H 0.44 -1.10 -1.46
H -2.08 -0.31 4.40
H -0.84 0.55 0.15
H 0.67 -1.54 -3.46
H 0.21 0.10 -0.71
H -1.04 -0.36 0.59
H -0.14 1.01 0.33
H -0.49 -0.15 -0.63
H -1.13 0.94 1.52